No. 1
Formula: C7H9CaO5P
Source: OMol25
Level of theory: wB97M-V/def2-TZVPD

Cartesian coordinates (Å):
1 Ca -1.3570 1.4126 -0.5555
2 O 0.1063 2.0980 -3.0354
3 C -0.4631 1.8314 -2.0706
4 C -2.5154 0.0243 -0.5438
5 O -3.2531 -0.8600 -0.5363
6 C -1.0929 2.3818 0.9480
7 O -0.9244 2.9988 1.9057
8 C -2.6991 2.5280 -1.0393
9 O -3.5503 3.2350 -1.3463
10 C 2.1491 0.3595 0.4779
11 P 0.8900 -0.9732 0.1850
12 C 1.6208 -2.5143 -0.5509
13 C -0.1769 -1.3238 1.6653
14 O -0.0681 -0.4189 -0.9035
15 H 2.8729 0.0178 1.2461
16 H 1.6427 1.2801 0.8311
17 H 2.6876 0.5726 -0.4682
18 H 2.3207 -2.9748 0.1760
19 H 0.8088 -3.2327 -0.7854
20 H 2.1677 -2.2590 -1.4816
21 H -0.6580 -0.3854 2.0082
22 H -0.9590 -2.0618 1.3920
23 H 0.4505 -1.7360 2.4817

E_LUMO = -0.3890 hartree
Frontier orbital gap = 7.63 eV
F_max = 18.9 eV/A
HOMO energy = -18.22 eV
Energy above the lowest of the compared OMol25 structures with the same formula, charge and spin = 1454.9 kJ/mol
Spin multiplicity = 1
Charge = +2

---

No. 2
Formula: C4H11NO
Source: OMol25
Level of theory: wB97M-V/def2-TZVPD

Cartesian coordinates (Å):
1 C 1.0169 0.5317 -0.5711
2 C -0.3035 0.8924 -1.2345
3 C -0.3517 2.0564 -2.2082
4 C -1.4229 0.1899 -1.0077
5 N -1.5339 -0.7376 0.0253
6 H 1.4576 -0.4261 -0.8541
7 H 0.9472 0.5313 0.5220
8 H 1.6776 1.3510 -0.8619
9 H -1.2304 2.6605 -1.9926
10 H -0.3128 1.7461 -3.2604
11 H 0.5180 2.7085 -2.1173
12 H -2.3005 0.3269 -1.6196
13 H -2.4265 -1.1248 0.2466
14 H -0.7418 -0.7578 0.6418
15 O 1.9147 -3.1751 5.0492
16 H 1.8897 -2.9551 4.1110
17 H 1.2023 -3.8182 5.1313

E_LUMO = 0.0216 hartree
SMILES = CC(C)=CN.O
Frontier orbital gap = 8.06 eV
F_max = 1.2 eV/A
HOMO energy = -7.47 eV
Energy above the lowest of the compared OMol25 structures with the same formula, charge and spin = 133.8 kJ/mol
Spin multiplicity = 1
Charge = 0

---

No. 3
Formula: C4H7N3O2
Source: OMol25
Level of theory: wB97M-V/def2-TZVPD

Cartesian coordinates (Å):
1 N -0.4886 0.3560 -1.7263
2 C -0.1560 0.0396 -0.3291
3 C -1.5834 -0.0052 0.5015
4 O -1.6234 0.2215 1.6616
5 O -2.6003 -0.5294 -0.1823
6 C 0.9485 0.7975 0.3154
7 C 1.4749 -0.2189 1.2178
8 N 1.1903 -1.5342 0.5343
9 N 0.2667 -1.3587 -0.2312
10 H -1.3341 0.1853 -2.3113
11 H 0.3029 0.4432 -2.3966
12 H -2.3499 -1.0704 -0.9415
13 H 0.7981 1.7743 0.7978
14 H 1.6500 1.2178 -0.4482
15 H 2.5405 -0.0742 1.3674
16 H 0.9638 -0.2443 2.1708

E_LUMO = 0.0229 hartree
SMILES = N[C@]1(C(=O)O)CCN=N1
Frontier orbital gap = 9.88 eV
F_max = 4.5 eV/A
HOMO energy = -9.25 eV
Energy above the lowest of the compared OMol25 structures with the same formula, charge and spin = 248.2 kJ/mol
Spin multiplicity = 1
Charge = 0

---

No. 4
Formula: C46H58IrN2O2S2Se
Source: OMol25
Level of theory: wB97M-V/def2-TZVPD

Cartesian coordinates (Å):
1 Ir -0.0239 -0.4501 -0.7513
2 C 6.2152 3.3827 -1.5695
3 C 4.9898 4.2955 -1.6250
4 C 4.9001 4.9234 -3.0297
5 C 5.1481 5.4091 -0.5731
6 C 3.7000 3.5522 -1.3550
7 C 3.6744 2.1625 -1.0759
8 C 2.4857 1.5261 -0.9013
9 Se 2.4340 -0.3876 -0.6929
10 C 2.4604 -0.7140 1.1839
11 C 3.6131 -1.1649 1.8046
12 C 3.5447 -1.5659 3.1327
13 C 2.2936 -1.5154 3.7536
14 C 1.1142 -1.0897 3.1420
15 C 1.2223 -0.6674 1.8138
16 O 0.1403 -0.1655 1.1617
17 C -0.2316 -1.0898 3.8747
18 C -1.2176 -2.0065 3.1311
19 C -0.7967 0.3368 3.9427
20 C -0.1013 -1.6081 5.3090
21 C 4.8038 -2.0637 3.8424
22 C 5.8606 -0.9503 3.8319
23 C 5.3473 -3.2924 3.0990
24 C 4.5272 -2.4583 5.2929
25 C 1.2319 2.2213 -1.0165
26 O 0.1231 1.6023 -0.9294
27 C 1.2448 3.6606 -1.2286
28 C 2.4737 4.2472 -1.3930
29 C -0.0535 4.4557 -1.2609
30 C -0.9374 3.9762 -2.4265
31 C 0.2153 5.9491 -1.4581
32 C -0.7942 4.2842 0.0799
33 H 7.1030 3.9656 -1.8111
34 H 6.1539 2.5690 -2.2950
35 H 6.3655 2.9600 -0.5737
36 H 5.8395 5.4298 -3.2518
37 H 4.0997 5.6600 -3.0993
38 H 4.7360 4.1625 -3.7947
39 H 6.0825 5.9400 -0.7569
40 H 5.1843 4.9982 0.4370
41 H 4.3376 6.1364 -0.6202
42 H 4.6016 1.6127 -0.9949
43 H 4.5468 -1.1976 1.2567
44 H 2.2325 -1.8336 4.7812
45 H -1.4230 -1.6294 2.1265
46 H -2.1590 -2.0485 3.6832
47 H -0.8197 -3.0220 3.0567
48 H -0.9684 0.7526 2.9512
49 H -0.1123 0.9957 4.4798
50 H -1.7456 0.3301 4.4826
51 H 0.2380 -2.6454 5.3432
52 H -1.0789 -1.5649 5.7903
53 H 0.5804 -0.9977 5.9028
54 H 6.1542 -0.6812 2.8156
55 H 6.7573 -1.2824 4.3567
56 H 5.4891 -0.0526 4.3293
57 H 5.6134 -3.0582 2.0668
58 H 4.6117 -4.0989 3.0875
59 H 6.2460 -3.6605 3.5960
60 H 4.1494 -1.6185 5.8795
61 H 5.4559 -2.7900 5.7576
62 H 3.8137 -3.2820 5.3617
63 H 2.5131 5.3110 -1.5685
64 H -0.4075 4.0565 -3.3775
65 H -1.8200 4.6141 -2.4816
66 H -1.2696 2.9479 -2.2952
67 H 0.6848 6.1591 -2.4210
68 H 0.8359 6.3653 -0.6623
69 H -0.7365 6.4790 -1.4375
70 H -1.0639 3.2490 0.2718
71 H -1.7102 4.8758 0.0566
72 H -0.1843 4.6454 0.9102
73 S -2.3430 -0.3436 -0.8326
74 C -2.8419 -1.9389 -0.5001
75 N -4.0745 -2.2252 -0.1887
76 C -4.4733 -3.6048 0.1245
77 C -3.7061 -4.5571 -0.7400
78 N -2.2703 -4.3081 -0.5397
79 C -1.2952 -5.4242 -0.6326
80 C -1.9004 -6.7746 -0.3859
81 C -1.9656 -7.7083 -1.4108
82 C -2.5024 -8.9678 -1.1732
83 C -2.9799 -9.2914 0.0865
84 C -2.9124 -8.3611 1.1181
85 C -2.3679 -7.1099 0.8839
86 C -1.8330 -3.0695 -0.5302
87 S -0.1836 -2.7245 -0.5695
88 C -5.1751 -1.2351 -0.1506
89 C -6.1061 -1.4522 -1.3173
90 C -7.4133 -1.8643 -1.0927
91 C -8.2711 -2.0791 -2.1641
92 C -7.8191 -1.8904 -3.4603
93 C -6.5117 -1.4767 -3.6891
94 C -5.6574 -1.2556 -2.6216
95 H -5.5408 -3.6947 -0.0645
96 H -4.2838 -3.7842 1.1863
97 H -3.9472 -4.4172 -1.7974
98 H -3.9261 -5.5845 -0.4670
99 H -0.5127 -5.2179 0.1006
100 H -0.8326 -5.3667 -1.6226
101 H -1.5928 -7.4576 -2.3971
102 H -2.5450 -9.6940 -1.9735
103 H -3.3967 -10.2721 0.2715
104 H -3.2714 -8.6185 2.1054
105 H -2.2899 -6.3952 1.6977
106 H -4.7422 -0.2387 -0.1389
107 H -5.6986 -1.3950 0.7928
108 H -7.7720 -2.0030 -0.0788
109 H -9.2914 -2.3889 -1.9831
110 H -8.4855 -2.0596 -4.2952
111 H -6.1649 -1.3132 -4.7007
112 H -4.6450 -0.9107 -2.8051

E_LUMO (alpha / beta) = -0.2539 / -0.2737 hartree
Frontier orbital gap (alpha / beta) = 5.81 / 5.26 eV
F_max = 0.4 eV/A
HOMO energy (alpha / beta) = -12.71 / -12.71 eV
Energy above the lowest of the compared OMol25 structures with the same formula, charge and spin = 0.0 kJ/mol
Spin multiplicity = 2
Charge = +2
Expectation value of S² = 0.7745

---

No. 5
Formula: C6H11N
Source: OMol25
Level of theory: wB97M-V/def2-TZVPD

Cartesian coordinates (Å):
1 C -0.0381 -1.5599 1.3376
2 N -1.0954 -0.3463 1.2409
3 C -0.5814 0.7532 0.3289
4 C -1.1262 0.7352 -0.9669
5 C 0.1490 0.4822 -1.4762
6 C 0.7398 -0.7510 -1.8660
7 C 0.3906 1.7387 0.9616
8 H -0.0029 -1.6519 2.4203
9 H -0.3662 -2.4861 0.9485
10 H 0.9154 -1.3962 0.8181
11 H -1.7494 -0.7762 0.5734
12 H -2.0731 0.2546 -1.3516
13 H 0.8367 1.3258 -1.7834
14 H 1.8539 -0.9048 -1.8553
15 H 0.2575 -1.4909 -2.5272
16 H -0.0580 2.4826 1.6607
17 H 0.6823 2.3417 0.0834
18 H 1.2654 1.2494 1.4533

E_LUMO = 0.0056 hartree
Frontier orbital gap = 7.30 eV
F_max = 5.7 eV/A
HOMO energy = -7.15 eV
Energy above the lowest of the compared OMol25 structures with the same formula, charge and spin = 580.1 kJ/mol
Spin multiplicity = 1
Charge = 0

---

No. 6
Formula: C6H9N
Source: OMol25
Level of theory: wB97M-V/def2-TZVPD

Cartesian coordinates (Å):
1 C -2.6974 1.0577 -0.4861
2 C -1.5711 0.7356 -0.7650
3 C -0.1784 0.3476 -1.0428
4 C 0.4935 -0.0975 0.2520
5 C 0.0458 -1.4706 0.7514
6 C 0.9310 0.9926 1.1646
7 N 1.9126 0.2176 0.4046
8 H -3.6967 1.3531 -0.2454
9 H -0.1616 -0.4544 -1.7917
10 H 0.3732 1.1995 -1.4548
11 H -0.7938 -1.8472 0.1611
12 H -0.2526 -1.4898 1.8035
13 H 0.8558 -2.1977 0.6169
14 H 0.8949 2.0324 0.8439
15 H 0.8151 0.8757 2.2400
16 H 2.3293 -0.4832 1.0132

E_LUMO = 0.0375 hartree
SMILES = C#CC[C@]1(C)CN1
Frontier orbital gap = 10.51 eV
F_max = 0.4 eV/A
HOMO energy = -9.49 eV
Energy above the lowest of the compared OMol25 structures with the same formula, charge and spin = 292.8 kJ/mol
Spin multiplicity = 1
Charge = 0